{"formula": "C35H62BCl2NO13Si", "method": "the ωB97M-V functional and the def2-TZVPD basis", "homo_lumo_gap_ev": 9.069, "e_tot_ev": -99010.5427, "lumo_energy_ev": 0.41, "homo_ev": -8.66, "smiles": "CCN[Si@](CCCCCCCOC)(B(O)OCC)/C(Cl)=C(/C)Cl.O=C1CCCO1.O=C1CCCO1.O=C1CCCO1.O=C1CCCO1.O=C1CCCO1", "elements": ["Cl", "Cl", "Si", "O", "O", "O", "O", "O", "O", "O", "O", "O", "O", "O", "O", "O", "N", "C", "C", "C", "C", "C", "C", "C", "C", "C", "C", "C", "C", "C", "C", "C", "C", "C", "C", "C", "C", "C", "C", "C", "C", "C", "C", "C", "C", "C", "C", "C", "C", "C", "C", "C", "B", "H", "H", "H", "H", "H", "H", "H", "H", "H", "H", "H", "H", "H", "H", "H", "H", "H", "H", "H", "H", "H", "H", "H", "H", "H", "H", "H", "H", "H", "H", "H", "H", "H", "H", "H", "H", "H", "H", "H", "H", "H", "H", "H", "H", "H", "H", "H", "H", "H", "H", "H", "H", "H", "H", "H", "H", "H", "H", "H", "H", "H", "H"], "positions_angstrom": [[-2.8293, 2.9819, -3.1425], [-4.1395, 0.7338, 0.2363], [-3.0174, 3.7610, -0.1602], [-10.2239, -1.7443, -1.4293], [0.9614, -8.1932, -1.6605], [-0.7921, 5.6022, -0.5910], [0.6801, -3.8109, 2.7055], [2.3318, -4.0340, 1.1969], [4.9665, -0.8843, 3.3639], [-2.7495, 6.3159, -1.6969], [5.5516, -7.6560, 0.9006], [3.8958, 9.0318, -2.8416], [7.4893, -7.3819, 1.9785], [2.8265, 7.0714, -2.7101], [-8.1674, -1.1669, -0.7593], [1.8125, -7.2059, -3.4752], [-4.6450, 4.1050, 0.4428], [-4.7403, 5.3470, 1.2391], [-1.9818, 3.1516, 1.2751], [-0.5667, 1.0729, 1.8811], [1.1593, -9.4247, -0.9379], [1.0347, -4.0862, 1.5965], [2.3967, 10.2562, -4.1818], [3.6388, -1.4336, 3.3268], [1.7444, -8.1648, -2.7636], [6.2061, -7.0591, 1.7064], [-9.9305, 0.1220, 0.1132], [-3.2529, 2.4688, -1.5274], [-9.5149, -1.0267, -0.7910], [2.4273, -4.3190, -0.2182], [-3.7301, 1.2433, -1.3667], [-7.5878, -0.2333, 0.1715], [5.7664, -5.8996, 2.5773], [2.8282, 8.2231, -3.0294], [0.1590, -4.4982, 0.4269], [7.9890, -6.5632, 3.0531], [-3.9885, 0.2262, -2.4098], [1.1641, -5.0961, -0.5547], [2.8042, -0.7081, 2.2630], [1.3389, -0.4417, 2.7008], [0.0522, 6.1922, -1.5900], [7.0959, -5.3304, 3.0539], [3.5725, 10.3816, -3.2202], [1.6869, 9.0129, -3.6465], [-6.0262, 5.3198, 2.0489], [2.4988, -9.4747, -2.8909], [0.9082, 0.9573, 2.2526], [0.2594, 5.2445, -2.7541], [-0.8024, 2.2246, 0.8788], [-8.6183, 0.8806, 0.3114], [5.9527, -1.5970, 2.6668], [1.7110, -10.4037, -1.9666], [-2.0932, 5.4059, -0.9044], [5.8133, -1.4759, 1.5898], [0.8907, -10.8632, -2.5201], [1.7740, 11.1474, -4.2155], [-0.5892, -5.2159, 0.7496], [-8.4890, 1.6065, -0.4927], [-6.8284, 5.0845, 1.3639], [3.3331, -4.8908, -0.4057], [2.7604, -1.2771, 1.3406], [-5.2675, 4.1487, -0.3576], [-1.0008, 1.8053, -0.1009], [-1.5637, 4.0293, 1.7586], [-6.6412, 0.1227, -0.2189], [-1.1887, 1.2545, 2.7474], [0.2079, -9.7423, -0.5171], [0.8762, -5.0110, -1.5995], [-0.9310, 0.1598, 1.4212], [0.0866, 2.8353, 0.8644], [1.4755, 1.2016, 1.3655], [7.9176, -7.1304, 3.9830], [-10.3110, -0.2935, 1.0471], [1.1892, 5.4914, -3.2370], [1.3490, -0.5301, 3.7807], [-6.2032, 6.2853, 2.5043], [-0.3729, 7.1117, -1.9761], [4.4472, 10.8380, -3.6757], [1.0098, 6.4144, -1.1525], [-7.4077, -0.7514, 1.1161], [2.4919, -3.3702, -0.7562], [9.0339, -6.3326, 2.8637], [1.8614, -9.2383, -0.1287], [-3.7382, -0.7549, -2.0279], [7.0441, -4.8403, 4.0236], [7.4645, -4.6040, 2.3283], [0.2892, 4.2173, -2.4117], [-10.6984, 0.7234, -0.3638], [-0.3284, -3.6066, 0.0285], [1.2003, 8.4348, -4.4267], [0.9691, 9.2544, -2.8612], [2.7629, 10.0639, -5.1907], [2.3039, -11.2001, -1.5224], [-2.5882, 2.6743, 2.0338], [-0.5430, 5.3410, -3.4758], [6.9438, -1.2274, 2.8881], [3.3138, 10.9391, -2.3178], [-3.4024, 0.4143, -3.2933], [-4.7646, 6.1942, 0.5606], [1.1058, 1.6610, 3.0521], [5.1621, -6.2887, 3.3982], [5.1885, -5.1883, 2.0058], [-3.6554, 6.0196, -1.7897], [3.2974, 0.2322, 2.0567], [-5.9510, 4.5306, 2.7827], [-8.5467, 1.4129, 1.2575], [2.5046, -9.8118, -3.9232], [0.6843, -1.2063, 2.3125], [1.3068, -6.1515, -0.3353], [3.5203, -9.3189, -2.5430], [-3.8854, 5.4076, 1.8988], [-5.0289, 0.2314, -2.7082], [3.6887, -2.4824, 3.0681], [3.2152, -1.3182, 4.3152], [5.9290, -2.6625, 2.8904]], "forces_ev_per_angstrom": [[0.0123, 0.0975, -0.1767], [0.0521, -0.1079, 0.3653], [-0.1512, 0.0476, 0.8511], [0.0382, -0.0526, -0.1392], [-0.1381, -0.1459, 0.1192], [0.3365, -0.1212, -0.3127], [0.2936, -0.0478, 0.0536], [0.0101, -0.0508, 0.0040], [0.0985, -0.0259, 0.6995], [0.0801, 0.0037, -0.0749], [0.0787, 0.0019, -0.0611], [0.0393, 0.0497, -0.0517], [0.1471, 0.0376, 0.0654], [0.2627, 0.0333, -0.0276], [0.0568, 0.0657, -0.0053], [-0.1241, 0.0279, 0.0506], [0.7759, 0.1053, -0.4770], [-0.8191, -0.7170, -0.4808], [0.3389, -0.2135, -0.2219], [-0.0394, 0.4723, -0.5173], [-0.0789, -0.1799, -0.0719], [-0.3347, 0.1144, -0.1528], [-0.1056, -0.0696, 0.0263], [0.6641, 0.3926, -1.1264], [0.3663, 0.0908, -0.1633], [-0.4212, -0.1424, -0.0279], [0.4231, 0.2727, -0.1392], [0.1214, 0.3653, 0.3296], [-0.1942, -0.0298, 0.2261], [0.0028, -0.0526, -0.1077], [-0.0257, 0.0603, -0.2121], [-0.0751, 0.1670, 0.0463], [0.4651, 0.0673, 0.0226], [-0.2698, 0.0080, 0.1206], [0.3568, -0.3043, -0.1429], [0.0193, 0.1061, 0.0409], [0.1396, -0.2476, -0.0179], [-0.1340, 0.1456, 0.0537], [-0.7063, -0.3011, 0.5460], [1.1465, 0.3904, -0.0034], [0.0981, -0.1102, -0.2944], [-0.0322, 0.0980, 0.1341], [-0.0579, 0.1131, -0.0757], [0.3252, 0.2605, -0.2840], [0.5835, 0.0620, -0.3525], [-0.3990, -0.2700, 0.1519], [-0.8547, -0.9192, 0.0821], [-0.2423, 0.0638, 0.0464], [-0.7188, 0.1366, 0.7583], [-0.1579, -0.0393, 0.0451], [-0.5620, -0.0817, -0.6358], [0.0971, 0.0247, -0.0974], [-0.3039, -0.1264, 0.1112], [-0.0055, -0.1197, -0.2431], [-0.0146, 0.0056, 0.0279], [0.0126, 0.0179, 0.0702], [-0.1503, 0.1613, 0.0892], [0.0303, 0.0041, -0.0035], [-0.4461, -0.0049, -0.0505], [0.0698, 0.0415, 0.1640], [0.3102, -0.1045, -0.2667], [-0.3587, -0.0156, 0.1952], [0.3258, -0.0706, -0.3414], [0.0490, 0.3211, 0.1079], [-0.0056, -0.1683, -0.0985], [-0.0711, -0.1123, 0.4106], [-0.0425, 0.1490, -0.0239], [0.0505, -0.0029, -0.0229], [0.0246, -0.3529, 0.0409], [0.3499, 0.1672, -0.4318], [0.3147, 0.3081, -0.1782], [-0.0423, -0.0186, 0.0022], [-0.0743, -0.0211, -0.0232], [0.3228, -0.0032, -0.2302], [-0.4681, 0.0309, 0.3122], [-0.1718, 0.1406, 0.2953], [-0.1918, 0.3346, 0.1773], [0.0967, -0.1006, 0.0550], [0.1928, 0.0511, 0.4767], [-0.0135, -0.0198, -0.0020], [-0.0311, 0.0167, 0.0427], [0.0209, -0.1078, -0.1061], [0.1206, 0.0409, 0.0921], [-0.0468, -0.2666, 0.0352], [0.0384, -0.0344, 0.0361], [0.0411, -0.0042, 0.0077], [0.1098, -0.2370, 0.1048], [-0.1687, -0.1459, 0.0441], [-0.0620, 0.0126, 0.0678], [-0.1193, -0.1239, 0.1435], [-0.0396, -0.0722, 0.0052], [0.0233, 0.0120, -0.0048], [0.0267, 0.0498, 0.0535], [-0.4155, -0.2024, 0.0291], [-0.2514, -0.0922, -0.1557], [0.1153, 0.3232, 0.3865], [-0.0256, -0.0150, 0.0117], [0.2400, 0.1191, -0.2805], [0.2645, 0.5191, 0.0950], [0.3872, 0.3914, -0.0567], [-0.0623, -0.0057, -0.0403], [-0.3366, 0.0208, -0.1031], [-0.2448, 0.1664, -0.2686], [0.1531, 0.2888, -0.0032], [-0.1710, -0.1206, 0.3368], [0.0341, -0.0501, 0.0307], [0.1627, 0.1403, -0.0527], [-0.2600, -0.2197, -0.0822], [0.0320, -0.0199, -0.0315], [0.0436, 0.0403, -0.0578], [0.3448, 0.1530, 0.0880], [-0.3747, -0.0614, 0.0236], [0.0059, -0.5057, 0.2152], [-0.0685, 0.0884, 0.2476], [-0.0633, -0.2413, 0.1386]], "lowdin_charge": [0.681, 0.751, 0.593, 0.123, 0.001, 0.031, 0.116, -0.004, -0.193, 0.126, 0.111, 0.031, 0.028, 0.117, 0.024, 0.120, -0.129, -0.333, -0.261, -0.205, -0.147, -0.487, -0.152, -0.191, -0.489, -0.491, -0.075, -0.716, -0.491, -0.139, -0.785, -0.166, -0.073, -0.473, -0.064, -0.149, -0.125, -0.148, -0.159, -0.185, -0.223, -0.167, -0.153, -0.074, -0.096, -0.069, -0.203, -0.061, -0.235, -0.153, -0.118, -0.151, -0.692, 0.089, 0.117, 0.115, 0.125, 0.116, 0.064, 0.123, 0.098, 0.071, 0.087, 0.076, 0.057, 0.102, 0.125, 0.119, 0.098, 0.099, 0.101, 0.127, 0.130, 0.054, 0.103, 0.068, 0.108, 0.124, 0.106, 0.129, 0.126, 0.124, 0.126, 0.075, 0.117, 0.115, 0.082, 0.123, 0.130, 0.127, 0.128, 0.118, 0.116, 0.058, 0.070, 0.083, 0.127, 0.049, 0.098, 0.120, 0.137, 0.110, 0.077, 0.107, 0.070, 0.115, 0.125, 0.086, 0.102, 0.133, 0.105, 0.088, 0.099, 0.116, 0.059]}